1.
An isolated ion of composition C5H12N3 and charge +1 at a distorted geometry. Source: OMol25; level of theory: the ωB97M-V functional and the def2-TZVPD basis.

```
20
Properties=species:S:1:pos:R:3:forces:R:3
C -2.8005 -0.5824 -0.0390 0.78 -0.78 -0.41
C -1.7557 1.3583 0.0412 2.97 -1.87 0.24
C -0.6719 0.0006 0.5805 -0.43 1.61 0.27
C 1.2787 1.1455 -0.2139 5.31 -2.15 0.93
C 1.2560 -1.4027 -0.2582 0.14 -1.17 0.21
N -2.8880 0.6445 -0.3100 -1.58 -0.70 0.60
N -1.5005 -1.1230 0.2942 -1.09 2.60 -0.11
N 0.4840 -0.0812 -0.4133 0.39 -0.55 -0.34
H -3.5844 -1.3155 -0.1310 -0.30 0.06 -0.20
H -1.8798 2.2000 0.7070 -0.25 -0.30 0.82
H -1.2734 1.8169 -0.8129 0.16 -0.10 -0.56
H -0.2192 0.1048 1.6637 -0.82 -0.34 -2.26
H 1.6671 1.1676 0.8990 -1.05 0.24 -2.30
H 2.2483 1.1643 -0.9030 -2.07 -0.36 1.45
H 0.7051 1.9185 -0.5357 -1.54 2.52 -0.25
H 1.2772 -1.7595 0.8297 0.20 1.11 -1.40
H 0.6870 -2.2256 -0.7704 0.46 1.09 0.23
H 2.2982 -1.3527 -0.7074 -1.42 0.26 0.67
H -1.4317 -1.9013 0.8902 -0.28 -1.02 0.85
H 0.0830 -0.0580 -1.3991 0.42 -0.16 1.54
```
Positions in Å, forces in eV/Å.

Output
E_tot in eV: -9841.45260
Net charge: +1
ΔE to the lowest compared entry with this formula, charge and spin in eV: 2.759
Kohn-Sham gap in eV: 10.8



2.
A 2-piece molecular cluster, C5H12N3 overall at a distorted geometry. Source: OMol25; level of theory: the ωB97M-V functional and the def2-TZVPD basis.

```
20
Properties=species:S:1:pos:R:3:forces:R:3
C -2.6552 -1.5972 0.4498 3.55 -1.15 1.76
C -1.7217 -0.8943 -0.4828 0.64 1.44 -2.02
C 0.7294 -0.7928 -0.3434 2.96 -0.03 0.41
C 3.0411 -0.4123 0.3907 1.39 1.49 -3.23
C -0.2787 2.5232 -0.6058 -1.36 0.01 1.43
N 1.6504 -0.0370 0.2636 -0.33 -2.09 -0.68
N -0.4892 -0.4904 -0.3558 -5.37 -3.01 -1.08
N -0.5422 1.6413 0.2675 -0.74 1.79 1.07
H -3.1380 -2.5037 0.0497 -0.06 0.82 0.08
H -2.1006 -1.7987 1.4147 -0.38 -0.58 -1.07
H -2.3462 -0.4879 -1.3669 1.47 -0.31 1.03
H 1.0931 -1.6642 -0.9506 -0.42 0.64 0.88
H 3.5865 0.5369 0.1514 -0.13 -0.75 -0.15
H 3.3136 -1.1194 -0.5040 -0.31 0.88 2.31
H 3.4179 -0.5783 1.3831 -0.41 -1.15 0.42
H 0.6050 2.4323 -1.1481 1.62 -0.32 -1.01
H -3.2205 -0.7957 0.7964 -2.24 1.10 0.14
H -0.8442 3.4116 -0.8212 -0.61 0.26 -0.02
H 1.3260 0.8430 0.5735 -0.49 0.86 0.79
H -1.4267 1.7836 0.8384 1.21 0.10 -1.06
```
Positions in Å, forces in eV/Å.

Output
E_tot in eV: -9840.40699
Net charge: +1
ΔE to the lowest compared entry with this formula, charge and spin in eV: 3.805
Kohn-Sham gap in eV: 9.6



3.
An isolated ion of composition C5H12N3 and charge +1 at a distorted geometry. Source: OMol25; level of theory: the ωB97M-V functional and the def2-TZVPD basis.

```
20
Properties=species:S:1:pos:R:3:forces:R:3
C -0.3739 -1.2547 0.7069 -0.63 1.88 1.36
C -0.2959 -1.3774 2.2486 -1.37 -0.75 2.36
C -0.9651 0.1213 0.2266 -0.47 -1.06 -2.08
C 0.5727 1.1104 -2.9056 -0.92 1.58 -4.02
C 1.4556 0.3735 2.4708 -3.39 -2.00 -0.25
N -0.3174 0.8324 -1.8655 -6.84 0.37 -3.99
N 0.4126 -0.2898 2.8319 3.24 1.21 -1.93
N 0.0329 0.5729 -0.7075 2.62 -0.56 4.88
H 0.6924 -1.1327 0.4635 -0.57 -1.14 -0.82
H -0.9922 -2.1075 0.3867 0.86 0.17 -0.24
H -1.2855 -1.3436 2.8134 0.85 -0.47 -1.09
H 0.2875 -2.2823 2.5528 -0.72 0.50 -0.25
H -1.9515 0.0376 -0.2921 0.43 -0.59 0.17
H -1.2147 0.8697 0.9464 0.43 0.39 1.20
H 0.3757 0.6074 -3.9653 0.21 0.09 2.55
H 1.5204 0.8488 -2.5112 1.21 0.25 -0.19
H 0.4095 2.1917 -3.2748 0.96 -1.16 1.04
H -1.4212 0.8575 -2.0384 3.03 0.02 -0.04
H 1.6756 0.3411 1.3794 0.12 0.24 0.45
H 1.9654 0.9351 3.1895 0.94 1.03 0.90
```
Positions in Å, forces in eV/Å.

Output
Spin multiplicity: 3
E_tot in eV: -9836.80565
Net charge: +1
Expectation value of S²: 2.014
ΔE to the lowest compared entry with this formula, charge and spin in eV: 2.159
Kohn-Sham gap (alpha / beta) in eV: 4.9 / 5.6



4.
C5H12N3O3Rh as an isolated structure. Source: OMol25; level of theory: the ωB97M-V functional and the def2-TZVPD basis.

```
24
Properties=species:S:1:pos:R:3:forces:R:3
Rh -0.0621 -0.1715 -0.4363 -0.02 -0.02 0.12
C 2.5699 3.1352 2.7311 0.04 -0.04 -0.02
O 2.5918 1.9859 1.8333 -0.04 0.03 0.01
C 1.5402 1.5840 1.2168 0.02 -0.03 0.00
O 1.6386 0.5996 0.4437 0.05 0.00 -0.06
N 0.3510 2.2044 1.3901 0.00 0.05 0.01
N -0.7553 1.7448 0.6496 -0.04 -0.05 -0.08
H 3.5907 3.2230 3.0832 -0.02 0.01 0.01
H 1.9035 2.9322 3.5679 0.00 0.02 0.00
H 2.2932 4.0305 2.1760 -0.01 0.00 0.01
H 0.2475 3.0389 1.9493 0.00 -0.02 0.01
H -1.0808 2.4795 0.0229 0.01 0.02 0.03
H -1.5146 1.5087 1.2877 0.01 0.04 0.01
N -2.0780 -3.8447 -0.7239 0.02 -0.01 -0.03
C -1.4066 -2.7614 -1.0191 -0.03 0.02 0.02
O -1.2166 -1.8724 -0.1375 0.00 -0.02 -0.04
C -0.8307 -2.5806 -2.4052 0.01 0.02 -0.04
C -0.5698 -1.1488 -2.7340 0.00 0.04 0.05
H -2.4198 -3.9916 0.2166 0.00 0.00 0.00
H -2.2503 -4.5637 -1.4113 0.00 0.00 0.01
H -1.5209 -3.0062 -3.1454 0.01 -0.02 0.01
H 0.0862 -3.1740 -2.4597 -0.01 0.00 0.00
H -1.4186 -0.4682 -2.7903 0.00 -0.01 0.00
H 0.3115 -0.8835 -3.3056 -0.01 -0.02 -0.02
```
Positions in Å, forces in eV/Å.

Output
Spin multiplicity: 5
E_tot in eV: -18981.38090
Net charge: +2
Expectation value of S²: 6.007
Kohn-Sham gap (alpha / beta) in eV: 10.1 / 8.2



5.
An isolated ion of composition C5H12N3S and charge +1 at a distorted geometry. Source: OMol25; level of theory: the ωB97M-V functional and the def2-TZVPD basis.

```
21
Properties=species:S:1:pos:R:3:forces:R:3
C 0.1226 -1.4634 0.7784 -0.41 2.61 -2.05
C 0.1649 0.5478 -0.2872 0.74 1.81 -2.87
C 0.6472 0.6548 -1.8182 0.45 1.30 3.81
C 2.3023 -0.2641 0.6232 5.20 -0.65 1.23
C -1.9565 0.8741 0.7725 -1.33 1.45 -0.72
N 0.9652 -0.4401 0.4511 -4.97 -1.00 -0.11
N -1.1145 -1.2665 0.3998 -1.04 -1.65 -0.10
N -1.2182 0.0779 -0.1817 -1.09 -2.66 -0.52
S -2.7666 -2.3713 0.0661 2.17 1.51 0.38
H 0.4229 -2.3809 1.1519 0.59 -1.54 0.97
H 0.0461 1.5372 0.1911 1.29 -0.38 -0.20
H 0.4335 -0.2775 -2.2269 0.15 -1.53 -1.19
H 1.6893 0.9296 -1.6695 0.29 -0.59 -0.65
H 0.2508 1.4887 -2.3492 -0.88 0.44 -0.27
H 2.9048 -0.2340 -0.3057 -0.54 -0.17 0.28
H 2.5630 0.6193 1.1762 -0.31 0.97 0.09
H 2.8417 -1.0019 1.3004 -1.26 0.20 -1.02
H -2.4097 1.7433 0.2583 0.20 -0.48 0.35
H -2.6608 0.1887 1.1239 -1.79 -0.56 0.71
H -1.3513 1.1838 1.5832 0.82 0.25 0.66
H -1.8766 -0.1457 -1.0377 1.70 0.66 1.22
```
Positions in Å, forces in eV/Å.

Output
E_tot in eV: -20674.54793
Net charge: +1
ΔE to the lowest compared entry with this formula, charge and spin in eV: 4.305
Kohn-Sham gap in eV: 8.2



6.
An isolated ion of composition C5H12N4O and charge +2 at a distorted geometry. Source: OMol25; level of theory: the ωB97M-V functional and the def2-TZVPD basis.

```
22
Properties=species:S:1:pos:R:3:forces:R:3
C 1.9318 0.1161 -0.2946 0.88 1.11 0.32
C 2.9069 0.6872 0.1925 -0.65 -0.31 -0.30
C 0.8685 -0.4677 -1.1815 2.04 1.05 1.58
C -0.0456 -0.5338 0.0973 1.44 -0.74 -2.02
C -3.3086 0.6334 0.4488 -3.62 -1.50 1.61
N 3.9492 1.1775 0.8575 0.35 -1.50 -0.18
N 0.0766 -1.6160 0.8086 -0.69 -0.60 1.17
N -0.8777 0.4656 0.4603 -3.09 1.85 -2.22
N -2.1628 0.6386 -0.3986 1.67 0.90 -2.72
O 1.2021 -1.7436 -1.6027 0.86 -0.46 -2.26
H 0.8069 0.3731 -1.9209 -1.25 -1.00 0.26
H -4.1943 0.4630 -0.2801 1.13 0.64 1.33
H -3.2426 -0.3679 1.0165 -0.40 1.92 -0.23
H -3.4986 1.5991 1.0908 0.73 -2.01 -1.27
H 4.5348 0.4005 1.1925 -0.27 0.53 0.28
H 4.5605 1.8713 0.4431 -0.51 0.37 -0.21
H -0.5192 -1.8578 1.6026 0.28 0.61 -0.11
H 0.8009 -2.2952 0.6412 0.28 -0.17 -0.61
H -1.0832 0.9185 1.3423 0.48 -0.57 0.33
H -2.3601 1.5368 -1.0696 1.97 -2.01 1.78
H -2.2482 -0.1991 -1.0645 0.49 1.28 1.10
H 1.9030 -1.7995 -2.3818 -2.11 0.60 2.39
```
Positions in Å, forces in eV/Å.

Output
E_tot in eV: -13365.12379
Net charge: +2
ΔE to the lowest compared entry with this formula, charge and spin in eV: 6.050
Kohn-Sham gap (alpha / beta) in eV: 7.4 / 7.4



7.
A 3-piece molecular cluster, C5H12N5O2 overall at a distorted geometry. Source: OMol25; level of theory: the ωB97M-V functional and the def2-TZVPD basis.

```
24
Properties=species:S:1:pos:R:3:forces:R:3
C 1.0100 2.6880 0.3423 -0.26 -1.32 3.61
C -0.8002 -0.5260 -0.3696 2.53 -0.60 -1.52
C 2.2904 -4.4179 -0.6526 -0.29 -0.81 0.10
C -2.5702 1.0411 0.3812 1.22 3.04 0.57
C 0.2533 -0.5983 1.8095 4.02 0.69 2.42
N -1.0707 -1.1759 -1.5375 1.86 -1.99 0.31
N -0.5221 1.4734 -1.0131 0.48 1.61 0.31
N -1.2376 0.8327 -0.2864 -3.13 -1.52 0.23
N 1.6114 3.0812 -0.6667 1.66 2.57 -5.71
N 0.1778 -0.9047 0.4461 -2.80 0.54 -1.80
O 1.6322 -3.5297 -0.4060 -2.00 3.71 0.72
O 2.8276 -5.3805 -0.8635 2.27 -2.85 -0.84
H 1.4260 3.2596 1.2338 -1.03 -0.07 -0.72
H -2.3771 1.2017 1.4870 -0.51 -0.19 -1.36
H -3.0988 1.8896 -0.1030 0.80 0.02 0.63
H -3.2192 0.2619 0.1480 -0.65 -1.99 -0.01
H 0.9133 -1.3769 2.2719 -1.17 0.09 -0.19
H -0.6771 -0.5348 2.3067 -0.86 0.09 0.43
H 0.9599 0.2713 2.0622 -1.56 -0.45 -0.79
H -1.4003 -0.6933 -2.3657 -0.17 0.34 0.54
H -0.4240 -1.9943 -1.8241 -1.55 1.74 0.97
H 2.0140 4.0405 -0.8469 0.23 -1.29 0.97
H 1.4869 2.6464 -1.6299 -0.40 0.28 1.66
H 0.7944 -1.5551 0.0763 1.32 -1.66 -0.53
```
Positions in Å, forces in eV/Å.

Output
E_tot in eV: -16913.58256
Net charge: +1
ΔE to the lowest compared entry with this formula, charge and spin in eV: 4.955
Kohn-Sham gap (alpha / beta) in eV: 8.1 / 8.1



8.
An isolated ion of composition C5H12N8OS and charge +2 at a distorted geometry. Source: OMol25; level of theory: the ωB97M-V functional and the def2-TZVPD basis.

```
27
Properties=species:S:1:pos:R:3:forces:R:3
C -1.9520 1.4795 -1.4608 -3.88 4.02 -4.40
C -2.3363 -0.8507 -1.3369 1.16 -1.39 0.20
C -1.1670 0.8588 -0.5012 2.53 -5.15 2.69
C 0.7455 -1.8242 -0.3092 -0.48 -2.28 0.13
C 0.7478 1.3249 0.9670 0.78 -1.30 -0.98
N -1.4001 -0.5171 -0.5008 1.05 2.38 1.93
N 0.5537 -2.7162 -1.2736 -0.09 -0.26 -1.27
N 0.4365 -2.3155 0.8850 1.26 2.92 3.40
N 2.8024 -0.0055 1.0336 -1.01 0.22 2.29
N -0.4291 1.5822 0.5084 -3.65 -1.82 -2.60
N 1.5674 0.3191 0.4802 -2.07 -1.28 -2.46
N 1.2213 -0.6006 -0.6428 -0.29 2.24 4.98
N -1.2322 2.6902 0.8159 -0.84 2.09 2.71
O 1.2494 1.9779 1.9514 1.22 0.59 1.31
S -2.9738 0.3494 -2.3424 -0.65 1.99 -0.81
H -2.0915 2.5449 -1.7587 0.62 -1.05 0.52
H -2.5004 -1.8938 -1.5695 -0.33 -0.09 0.30
H 0.2343 -3.6723 -1.0827 0.31 0.79 0.03
H 0.4090 -2.4145 -2.2219 0.28 0.01 -0.21
H 0.1318 -3.2772 1.0007 0.03 0.40 -0.19
H 0.5816 -1.7569 1.8240 -0.22 -1.62 -2.84
H 2.8757 0.6623 1.8106 0.64 -0.61 0.01
H 3.4867 0.2225 0.3717 1.50 0.57 -1.14
H 1.7142 -0.3253 -1.4435 0.59 -0.31 -1.52
H -1.2173 2.9355 1.8705 -0.28 -0.75 -2.27
H 0.7851 2.7031 2.4132 -0.05 -0.35 -0.61
H -2.2426 2.5196 0.5119 1.88 0.05 0.79
```
Positions in Å, forces in eV/Å.

Output
Spin multiplicity: 3
E_tot in eV: -30159.41798
Net charge: +2
Expectation value of S²: 2.032
Kohn-Sham gap (alpha / beta) in eV: 6.2 / 6.8



9.
An isolated ion of composition C5H12NO and charge -1 at a distorted geometry. Source: OMol25; level of theory: the ωB97M-V functional and the def2-TZVPD basis.

```
19
Properties=species:S:1:pos:R:3:forces:R:3
C 1.0015 0.9480 -2.1846 -0.29 -0.25 -1.85
O 2.1196 1.1442 -2.9923 -1.07 0.28 1.97
C 1.0963 0.9675 -0.6261 2.50 2.72 1.76
C -0.1471 1.1226 0.2808 -1.86 0.68 -1.10
C -0.9815 -0.1735 0.3379 2.94 -1.21 -4.67
C -0.1501 -1.2346 1.1110 -1.93 -2.67 -1.94
N -1.1541 -2.1910 1.7621 -0.95 1.75 -0.22
H 0.6069 -0.0682 -2.5218 -0.46 0.58 0.74
H 0.1589 1.7244 -2.3565 0.51 -0.62 -0.15
H 1.5999 2.0750 -0.3686 -0.27 -2.94 -0.78
H 1.7642 0.1040 -0.2804 -0.63 1.32 -0.23
H -0.7580 2.0750 -0.1045 0.97 -2.13 0.58
H -0.0320 1.3239 1.3772 0.92 0.28 -0.85
H -1.7921 -0.0009 0.8996 -3.50 0.59 1.81
H -1.2820 -0.5194 -0.8153 0.67 0.71 3.20
H 0.5397 -0.6663 1.6948 0.50 -0.16 1.11
H 0.3875 -1.9369 0.3944 -0.18 1.30 0.86
H -0.9071 -2.9550 2.3766 0.39 0.52 -0.06
H -2.0706 -1.7388 2.0157 1.74 -0.73 -0.16
```
Positions in Å, forces in eV/Å.

Output
E_tot in eV: -8914.58911
Net charge: -1
ΔE to the lowest compared entry with this formula, charge and spin in eV: 2.475
Kohn-Sham gap in eV: 5.7



10.
A 2-piece molecular cluster, C5H12NO overall at a distorted geometry. Source: OMol25; level of theory: the ωB97M-V functional and the def2-TZVPD basis.

```
19
Properties=species:S:1:pos:R:3:forces:R:3
C 0.7477 -1.3022 2.2353 0.33 -1.15 0.32
C -0.0332 -1.5496 0.9321 1.54 0.77 1.31
C 0.4073 -0.6773 -0.2311 -1.08 -3.42 -1.13
C 0.0047 -1.1348 -1.4255 1.73 0.93 -2.06
C 0.7320 1.5907 -0.6598 -0.71 0.94 -1.16
N 1.1794 0.4996 -0.1571 -1.06 1.76 0.65
H 0.3300 -2.0057 2.9815 -0.19 1.08 0.12
H 1.7723 -1.7332 2.1994 -0.33 0.53 -0.55
H 0.8323 -0.2595 2.5485 -0.36 -0.20 0.35
H 0.1533 -2.6247 0.8081 -0.46 0.36 -0.98
H -1.1073 -1.3392 0.9960 0.24 -0.29 0.49
H -0.0482 -2.1583 -1.7793 -1.26 -0.46 1.38
H 0.0839 -0.6117 -2.3856 0.43 0.75 0.59
H 1.2254 2.5305 -0.9345 0.93 -0.58 1.05
H -0.3040 1.6589 -0.9954 -0.04 -0.84 0.06
H 2.0153 0.5105 0.4248 0.30 -0.29 -0.40
H -2.4139 2.4377 -1.6294 -0.31 0.37 0.14
H -2.4889 2.5106 -0.0571 -0.23 0.24 -0.33
O -2.4819 1.9228 -0.8212 0.54 -0.51 0.16
```
Positions in Å, forces in eV/Å.

Output
E_tot in eV: -8907.92424
Net charge: +1
ΔE to the lowest compared entry with this formula, charge and spin in eV: 2.705
Kohn-Sham gap in eV: 8.8



11.
A 2-piece molecular cluster, C5H12NO overall at a distorted geometry. Source: OMol25; level of theory: the ωB97M-V functional and the def2-TZVPD basis.

```
19
Properties=species:S:1:pos:R:3:forces:R:3
C 2.2444 0.7483 0.2019 1.67 0.34 -0.68
C 1.8727 -0.5633 0.1225 -1.41 1.38 -0.65
C -1.7759 -0.1112 0.7868 0.91 -0.46 0.65
C -0.8905 0.8827 -1.3500 -2.81 -0.64 0.98
C 0.4710 -0.8456 -0.1012 1.17 1.01 0.89
N -0.5589 0.3126 0.0057 1.81 -0.46 -0.50
O -0.1461 -1.9629 -0.4603 -0.65 0.19 0.05
H 3.2689 1.1729 0.0967 -0.66 -1.09 0.59
H 1.5739 1.5320 0.0011 -1.01 0.99 0.07
H 2.7314 -1.2189 0.0850 -0.68 -0.96 0.03
H -1.2779 -0.4013 1.7391 -1.00 -0.32 -0.34
H -2.4184 0.7230 0.9929 -0.15 0.59 -0.20
H -2.3492 -0.9213 0.3073 0.67 0.34 0.11
H -0.0431 1.3456 -1.7487 1.17 0.99 -0.48
H -1.1987 0.0732 -2.0364 -0.04 0.37 0.55
H -1.7647 1.5666 -1.0942 1.26 -0.58 -1.02
H -0.1141 -0.7435 2.6524 0.35 -0.13 0.24
H -0.0463 1.1139 0.4978 -0.98 -1.64 -0.33
H 0.4214 -2.7029 -0.6983 0.38 0.07 0.04
```
Positions in Å, forces in eV/Å.

Output
E_tot in eV: -8904.76838
Net charge: +1
ΔE to the lowest compared entry with this formula, charge and spin in eV: 5.861
Kohn-Sham gap (alpha / beta) in eV: 9.9 / 7.1



12.
A 2-piece molecular cluster, C5H12NO overall at a distorted geometry. Source: OMol25; level of theory: the ωB97M-V functional and the def2-TZVPD basis.

```
19
Properties=species:S:1:pos:R:3:forces:R:3
C 0.6503 2.1048 -0.3929 -1.76 2.02 0.55
C 0.7418 0.8875 -0.8928 -0.42 0.54 -0.12
C -0.4946 -1.1235 -1.8206 -0.05 -3.09 -3.48
C -0.1400 -0.4296 2.2088 0.37 -3.55 2.87
C -0.4543 0.0383 -0.9364 1.04 0.20 -0.27
N 0.4551 -0.9718 1.0383 3.22 -1.96 -2.78
O -1.6063 0.4399 -0.5277 -0.40 0.87 0.23
H 1.4310 2.8206 -0.2471 0.85 -0.10 -0.34
H -0.3108 2.6633 -0.1323 0.99 -1.28 -0.07
H 1.6766 0.5897 -1.3582 -0.22 -0.56 0.32
H -1.5441 -1.3165 -2.2737 1.56 0.49 1.19
H 0.1877 -1.0900 -2.8430 -1.34 0.47 2.93
H -0.1843 -2.1001 -1.3193 -0.39 1.42 -0.57
H -1.1170 -0.9564 2.3887 0.71 1.05 -0.25
H 0.5173 -0.7476 3.0789 -0.91 0.39 -0.50
H -0.1451 0.6057 2.3008 -0.41 1.98 -0.53
H 1.5343 -0.7302 0.9265 -3.01 -0.51 0.55
H 0.4514 -2.0645 1.0115 -0.24 2.67 0.32
H -1.6489 1.3807 -0.2094 0.39 -1.05 -0.05
```
Positions in Å, forces in eV/Å.

Output
E_tot in eV: -8907.96951
Net charge: +1
ΔE to the lowest compared entry with this formula, charge and spin in eV: 2.660
Kohn-Sham gap (alpha / beta) in eV: 8.9 / 8.9